# 1
Below is a 2-piece molecular cluster, C10H10N2 overall in a non-equilibrium geometry, with properties calculated with ωB97M-V/def2-TZVPD.

- Total charge: +1
- <S²>: 0.770
- Spin multiplicity: 2
- LUMO (spin up / spin down): -5.331 / -9.167 eV
- Kohn-Sham gap (spin up / spin down): 6.947 / 3.106 eV

Atoms and positions in Å:
N1 -3.37 -1.33 1.35
C1 -2.47 -1.96 2.12
C2 -1.30 -1.26 2.57
C3 -1.01 0.03 2.20
C4 -1.96 0.65 1.35
C5 -3.13 -0.04 1.03
H1 -2.55 -2.99 2.44
H2 -0.55 -1.82 3.11
H3 -0.18 0.64 2.54
H4 -1.77 1.66 1.01
H5 -3.90 0.36 0.39
N2 2.48 0.52 -3.42
C6 1.18 0.42 -3.03
C7 0.69 0.63 -1.66
C8 1.68 0.70 -0.68
C9 3.00 0.53 -1.02
C10 3.33 0.39 -2.40
H6 0.49 0.38 -3.86
H7 -0.30 0.87 -1.31
H8 1.43 0.77 0.37
H9 3.86 0.60 -0.37
H10 4.35 0.26 -2.74

---

# 2
Below is C10H10N2O in the gas phase in a non-equilibrium geometry, with properties calculated with ωB97M-V/def2-TZVPD.

- SMILES string: CC1=C=C2[C@H](CC1)[C@@H]2c1nnco1
- LUMO: 0.336 eV
- Kohn-Sham gap: 8.530 eV

Atoms and positions in Å:
C1 2.44 -1.10 0.24
C2 0.97 -0.98 0.16
C3 0.06 -1.48 -0.79
C4 -1.07 -0.94 -1.04
C5 -1.32 0.51 -0.77
C6 -0.91 0.76 0.58
C7 0.19 -0.37 1.16
C8 -2.45 -0.35 -0.99
C9 -3.54 -0.17 -0.12
N1 -3.59 0.76 0.78
N2 -4.86 0.96 1.09
C10 -5.57 0.02 0.54
O1 -4.76 -0.73 -0.24
H1 2.76 -1.19 -0.75
H2 2.82 -1.92 0.88
H3 2.86 -0.16 0.69
H4 -0.95 1.39 -1.49
H5 -0.67 1.81 0.69
H6 -1.71 0.60 1.24
H7 0.82 -0.16 2.00
H8 -0.63 -0.94 1.44
H9 -2.81 -0.38 -2.03
H10 -6.49 -0.32 0.86

---

# 3
Below is a 2-piece molecular cluster, C10H10N2O overall in a non-equilibrium geometry, with properties calculated with ωB97M-V/def2-TZVPD.

- LUMO: -0.025 eV
- Kohn-Sham gap: 8.426 eV

Atoms and positions in Å:
C1 -3.08 -0.11 -0.20
C2 -2.44 1.15 -0.31
C3 -1.06 1.17 0.47
C4 -0.29 0.02 0.15
C5 1.21 0.01 0.03
C6 2.01 1.13 -0.02
C7 3.29 1.13 -0.05
C8 3.98 -0.14 -0.09
C9 3.26 -1.24 -0.11
C10 1.85 -1.25 0.08
H1 -2.36 1.20 -1.14
H2 -2.90 2.27 -0.05
H3 -1.12 1.29 1.66
H4 -0.65 2.04 0.49
H5 -2.67 -1.85 0.07
H6 1.47 2.05 -0.10
H7 3.92 2.43 -0.31
H8 5.10 0.15 -0.44
H9 3.61 -2.04 -0.04
H10 1.01 -1.93 -0.16
N1 -1.03 -1.09 0.04
N2 -2.26 -1.15 0.24
O1 -4.35 -0.14 -0.20

---

# 4
Below is an isolated ion of composition C10H10N3S2 and charge -1 in a non-equilibrium geometry, with properties calculated with ωB97M-V/def2-TZVPD.

- SMILES string: S=C=NN([S-])N1C[C@@H]1Cc1ccccc1
- Total charge: -1
- LUMO: 3.086 eV
- Kohn-Sham gap: 5.816 eV

Atoms and positions in Å:
S1 -2.19 -3.27 3.28
C1 -2.27 -1.76 2.81
N1 -2.47 -0.70 2.28
N2 -2.05 0.58 2.26
S2 -2.94 1.67 1.27
N3 -0.68 0.77 2.15
C2 0.25 -0.08 2.84
C3 0.16 -0.09 1.36
C4 1.21 0.59 0.50
C5 0.94 0.40 -0.96
C6 -0.24 0.88 -1.52
C7 -0.50 0.69 -2.87
C8 0.42 0.02 -3.67
C9 1.58 -0.47 -3.11
C10 1.84 -0.28 -1.77
H1 1.06 0.45 3.33
H2 -0.11 -0.95 3.39
H3 -0.30 -0.97 0.90
H4 2.21 0.20 0.75
H5 1.19 1.65 0.75
H6 -0.96 1.39 -0.90
H7 -1.42 1.06 -3.30
H8 0.22 -0.12 -4.72
H9 2.30 -0.99 -3.73
H10 2.75 -0.67 -1.33

---

# 5
Below is C10H10NP in the gas phase in a non-equilibrium geometry, with properties calculated with ωB97M-V/def2-TZVPD.

- SMILES string: C=C/C=C\C=P/c1ccncc1
- LUMO: -0.376 eV
- Kohn-Sham gap: 8.218 eV

Atoms and positions in Å:
C1 -1.63 0.92 -1.65
C2 -1.08 1.35 -0.55
C3 -1.57 1.04 0.80
C4 -1.91 -0.17 1.29
C5 -1.94 -1.41 0.52
P1 -0.76 -2.01 -0.51
C6 0.77 -1.02 -0.05
C7 1.53 -0.64 -1.19
C8 2.66 0.03 -0.95
N1 3.15 0.32 0.22
C9 2.37 0.03 1.26
C10 1.16 -0.59 1.20
H1 -1.21 1.20 -2.56
H2 -2.49 0.32 -1.49
H3 -0.23 1.88 -0.46
H4 -1.47 2.00 1.25
H5 -2.28 -0.37 2.27
H6 -2.91 -1.82 0.24
H7 1.39 -0.80 -2.27
H8 3.27 0.39 -1.72
H9 2.59 0.20 2.32
H10 0.59 -0.83 2.01

---

# 6
Below is C10H10O in the gas phase in a non-equilibrium geometry, with properties calculated with ωB97M-V/def2-TZVPD.

- SMILES string: C/C(C=O)=C\c1ccccc1
- LUMO: 0.010 eV
- Kohn-Sham gap: 9.042 eV

Atoms and positions in Å:
C1 2.44 -1.01 -0.21
C2 1.63 -0.21 -1.27
C3 2.17 0.08 -2.71
O1 1.87 0.72 -3.72
C4 0.47 0.41 -1.09
C5 -0.50 0.45 0.18
C6 -0.97 -0.73 0.77
C7 -2.10 -0.98 1.70
C8 -2.66 0.23 2.21
C9 -2.38 1.49 1.48
C10 -1.40 1.60 0.40
H1 2.23 -0.56 0.73
H2 3.42 -1.11 -0.56
H3 2.36 -2.01 -0.42
H4 2.93 -0.71 -2.71
H5 0.14 0.92 -2.01
H6 -0.43 -1.59 0.56
H7 -2.06 -1.95 2.17
H8 -3.19 0.04 3.09
H9 -2.96 2.37 1.60
H10 -1.02 2.55 -0.20

---

> Number 5 is which compound?

C10H10NP